Entry 1:
Computed, not measured: 9 unconnected molecules or ions with the total composition C42H74F30N9O21S10 in a non-equilibrium geometry, with the ωB97M-V functional and the def2-TZVPD basis.

Atoms and positions in Å:
C1 -21.24 7.61 11.98
C2 -22.00 7.56 13.35
C3 -23.51 7.91 13.30
N1 -24.36 7.42 14.48
C4 -24.45 5.84 14.45
C5 -25.51 5.24 13.50
C6 -26.91 5.99 13.52
C7 -26.67 7.45 13.20
C8 -25.78 8.02 14.42
C9 -23.82 7.95 15.79
H1 -20.26 7.16 12.11
H2 -21.12 8.64 11.64
H3 -21.83 6.99 11.30
H4 -21.60 8.39 13.93
H5 -21.65 6.73 13.97
H6 -23.99 7.52 12.40
H7 -23.65 8.99 13.23
H8 -23.49 5.41 14.19
H9 -24.75 5.57 15.46
H10 -25.06 5.33 12.51
H11 -25.69 4.17 13.65
H12 -27.63 5.67 12.77
H13 -27.34 5.96 14.52
H14 -26.17 7.34 12.24
H15 -27.62 7.98 13.09
H16 -25.70 9.10 14.36
H17 -26.26 7.73 15.36
H18 -24.22 7.39 16.63
H19 -24.04 9.02 15.84
H20 -22.74 7.78 15.88
C10 -19.19 -4.74 20.88
C11 -18.20 -5.82 21.15
C12 -16.68 -5.36 21.12
N2 -15.62 -6.35 21.62
C13 -15.62 -7.65 20.80
C14 -14.35 -8.52 21.03
C15 -13.09 -7.74 20.78
C16 -12.95 -6.54 21.69
C17 -14.22 -5.65 21.54
C18 -15.73 -6.65 23.15
H21 -20.21 -5.13 20.83
H22 -18.99 -4.43 19.85
H23 -19.04 -3.89 21.54
H24 -18.39 -6.56 20.38
H25 -18.48 -6.33 22.07
H26 -16.49 -4.56 21.84
H27 -16.49 -4.91 20.15
H28 -15.55 -7.22 19.80
H29 -16.60 -8.03 21.09
H30 -14.46 -9.37 20.35
H31 -14.33 -8.83 22.07
H32 -13.02 -7.21 19.82
H33 -12.31 -8.46 21.02
H34 -12.15 -5.90 21.32
H35 -12.85 -6.80 22.75
H36 -14.30 -5.39 20.49
H37 -14.20 -4.80 22.22
H38 -16.69 -7.09 23.39
H39 -15.66 -5.72 23.73
H40 -14.94 -7.30 23.52
C19 -9.78 0.65 9.88
C20 -10.40 -0.64 9.47
C21 -10.69 -0.63 8.00
N3 -11.45 -1.95 7.48
C22 -12.79 -2.01 8.26
C23 -13.54 -3.25 7.65
C24 -13.88 -3.04 6.19
C25 -12.65 -2.96 5.32
C26 -11.67 -1.80 5.91
C27 -10.53 -3.14 7.75
H41 -8.88 0.82 9.29
H42 -9.56 0.53 10.94
H43 -10.40 1.54 9.78
H44 -11.28 -0.65 10.11
H45 -9.80 -1.52 9.66
H46 -9.92 -0.38 7.27
H47 -11.48 0.12 7.92
H48 -13.50 -1.18 8.18
H49 -12.60 -2.21 9.32
H50 -14.39 -3.30 8.33
H51 -13.02 -4.20 7.77
H52 -14.43 -2.10 6.18
H53 -14.51 -3.87 5.87
H54 -12.86 -2.69 4.29
H55 -12.08 -3.89 5.26
H56 -11.95 -0.77 5.72
H57 -10.68 -1.89 5.47
H58 -9.57 -2.96 7.27
H59 -11.04 -3.95 7.22
H60 -10.48 -3.39 8.81
C28 -18.22 0.52 16.83
N4 -17.70 0.66 15.32
C29 -18.88 1.32 14.54
C30 -16.49 1.61 15.31
C31 -17.50 -0.77 14.78
C32 -17.07 -0.83 13.32
O1 -15.78 -0.41 13.17
H61 -18.19 1.48 17.34
H62 -17.55 -0.05 17.47
H63 -19.20 0.05 16.75
H64 -19.80 0.79 14.77
H65 -18.66 1.49 13.48
H66 -18.99 2.31 14.98
H67 -16.39 2.05 14.32
H68 -15.63 0.96 15.45
H69 -16.60 2.39 16.06
H70 -18.46 -1.23 14.99
H71 -16.86 -1.25 15.52
H72 -17.78 -0.41 12.60
H73 -17.17 -1.86 13.00
H74 -15.20 -1.06 13.57
C33 -16.17 0.69 23.29
F1 -17.48 0.40 23.27
F2 -15.59 -0.06 22.35
F3 -16.08 2.01 22.99
S1 -15.44 0.40 25.06
O2 -15.02 -1.03 25.22
O3 -14.30 1.29 25.17
N5 -16.74 1.03 25.94
S2 -17.52 -0.30 26.36
O4 -17.87 -1.29 25.27
O5 -17.06 -0.91 27.62
C34 -19.29 0.44 26.90
F4 -19.71 1.30 25.89
F5 -20.19 -0.48 27.02
F6 -19.14 1.07 28.07
C35 -20.41 -6.48 15.14
F7 -19.98 -7.33 16.08
F8 -19.96 -5.21 15.20
F9 -20.23 -7.12 13.99
S3 -22.39 -6.37 15.31
O6 -22.83 -7.69 14.88
O7 -22.75 -6.07 16.67
N6 -22.75 -5.15 14.11
S4 -23.09 -3.95 14.87
O8 -24.44 -4.09 15.48
O9 -21.95 -3.36 15.68
C36 -23.34 -2.67 13.39
F10 -22.20 -2.55 12.78
F11 -24.26 -3.27 12.58
F12 -23.78 -1.51 13.78
C37 -13.32 9.55 9.04
F13 -12.18 9.05 9.44
F14 -13.27 10.87 9.25
F15 -13.46 9.40 7.68
S5 -14.74 8.81 10.04
O10 -15.88 9.76 9.94
O11 -14.99 7.53 9.34
N7 -14.06 8.83 11.66
S6 -13.73 7.33 11.84
O12 -14.93 6.49 11.98
O13 -12.74 6.69 10.96
C38 -12.89 7.32 13.63
F16 -12.01 8.25 13.80
F17 -13.74 7.50 14.62
F18 -12.21 6.17 13.73
C39 -18.90 8.74 18.95
F19 -19.85 8.98 18.05
F20 -17.72 8.91 18.32
F21 -19.07 9.56 19.99
S7 -19.09 6.92 19.56
O14 -19.13 6.02 18.35
O15 -18.00 6.79 20.48
N8 -20.70 6.89 20.30
S8 -20.99 5.36 20.24
O16 -21.61 4.99 18.99
O17 -19.87 4.54 20.68
C40 -22.32 5.08 21.58
F22 -23.55 5.55 21.26
F23 -22.41 3.80 21.78
F24 -21.98 5.67 22.71
C41 -11.82 -5.95 14.17
F25 -11.98 -6.44 12.91
F26 -11.89 -6.88 15.06
F27 -10.65 -5.25 14.26
S9 -13.28 -4.73 14.66
O18 -14.41 -4.91 13.77
O19 -13.72 -5.05 16.02
N9 -12.57 -3.15 14.41
S10 -12.14 -2.70 15.84
O20 -13.22 -2.36 16.73
O21 -11.30 -3.71 16.47
C42 -10.97 -1.14 15.65
F28 -9.89 -1.49 15.03
F29 -11.59 -0.17 14.98
F30 -10.65 -0.61 16.88

Properties
Frontier orbital gap: 6.52 eV
Multiplicity: 1
Total charge: -1
HOMO energy: -6.56 eV
LUMO: -0.04 eV

Mulliken population analysis, charges in e, atoms 1 to 2: -1.377 -0.772

Entry 2:
Computed, not measured: a molecular structure, C43H34BF4MgN2OP2STe in a non-equilibrium geometry, with the ωB97M-V functional and the def2-TZVPD basis.

Atoms and positions in Å:
Mg1 -1.47 1.78 -1.13
O1 1.70 -2.31 -0.74
C1 1.49 -2.91 -1.96
C2 2.36 -3.80 -2.57
C3 2.02 -4.33 -3.81
C4 0.84 -3.97 -4.43
C5 0.01 -3.01 -3.83
C6 0.35 -2.45 -2.60
P1 -0.52 -0.96 -1.88
C7 1.04 0.15 -2.51
C8 1.30 1.22 -1.67
C9 2.21 2.22 -2.00
C10 2.89 2.15 -3.21
C11 2.65 1.08 -4.07
C12 1.74 0.09 -3.72
C13 -2.15 -2.03 -1.44
C14 -3.28 -1.30 -1.07
C15 -4.43 -1.91 -0.60
C16 -4.48 -3.30 -0.48
C17 -3.36 -4.04 -0.82
C18 -2.21 -3.42 -1.29
C19 2.22 -2.85 0.38
C20 2.64 -4.17 0.54
C21 3.19 -4.58 1.74
C22 3.35 -3.68 2.79
C23 2.86 -2.39 2.65
C24 2.27 -1.97 1.47
P2 1.33 -0.38 1.30
C25 2.54 0.81 2.00
C26 2.21 1.83 2.89
C27 3.15 2.78 3.25
C28 4.43 2.74 2.72
C29 4.76 1.75 1.80
C30 3.82 0.80 1.44
C31 0.12 -0.69 2.66
C32 -1.11 -1.19 2.23
C33 -2.11 -1.51 3.14
C34 -1.90 -1.31 4.50
C35 -0.68 -0.82 4.94
C36 0.32 -0.51 4.03
H1 3.31 -4.06 -2.12
H2 2.70 -5.03 -4.29
H3 0.56 -4.39 -5.38
H4 -0.89 -2.69 -4.33
H5 0.80 1.27 -0.70
H6 2.39 3.04 -1.31
H7 3.59 2.93 -3.49
H8 3.15 1.03 -5.02
H9 1.57 -0.74 -4.41
H10 -3.26 -0.22 -1.15
H11 -5.30 -1.32 -0.34
H12 -5.38 -3.79 -0.13
H13 -3.38 -5.12 -0.72
H14 -1.35 -4.02 -1.54
H15 2.50 -4.89 -0.25
H16 3.50 -5.61 1.86
H17 3.81 -4.00 3.72
H18 2.94 -1.70 3.48
H19 1.20 1.90 3.28
H20 2.88 3.56 3.96
H21 5.16 3.49 3.00
H22 5.74 1.73 1.35
H23 4.08 0.03 0.72
H24 -1.28 -1.34 1.17
H25 -3.05 -1.91 2.78
H26 -2.68 -1.54 5.21
H27 -0.51 -0.67 6.00
H28 1.27 -0.14 4.40
N1 -1.86 -0.07 -4.36
C37 -1.39 -0.38 -3.35
C38 -1.85 1.54 3.46
C39 -1.72 1.09 2.09
N2 -1.60 0.71 1.02
H29 -1.49 2.57 3.53
H30 -1.24 0.89 4.11
H31 -2.89 1.49 3.77
Te1 -2.12 3.30 -3.21
C40 -3.34 4.83 -2.45
C41 -3.29 6.16 -2.75
C42 -4.33 6.93 -2.15
C43 -5.17 6.16 -1.40
S1 -4.70 4.52 -1.44
H32 -2.52 6.59 -3.38
H33 -4.44 8.00 -2.27
H34 -6.04 6.47 -0.83
F1 -1.08 4.29 2.01
B1 -1.23 4.01 0.66
F2 -0.22 3.04 0.26
F3 -1.15 5.12 -0.13
F4 -2.45 3.29 0.42

Properties
Frontier orbital gap: 6.59 eV
Multiplicity: 1
Total charge: -1
HOMO energy: -4.29 eV
LUMO: 2.30 eV

Mulliken population analysis, charges in e, atoms 1 to 2: 1.383 0.272

Entry 3:
Computed, not measured: 20 unconnected molecules or ions with the total composition C40H120O20 in a non-equilibrium geometry, with the ωB97M-V functional and the def2-TZVPD basis.

Atoms and positions in Å:
C1 5.25 -0.47 2.00
C2 4.49 -1.69 1.44
O1 4.08 -2.48 2.51
H1 6.13 -0.64 2.63
H2 4.52 0.10 2.58
H3 5.52 0.11 1.12
H4 5.02 -2.27 0.69
H5 3.64 -1.31 0.87
H6 3.36 -3.09 2.32
C3 2.26 -5.41 -3.52
C4 3.37 -6.27 -2.96
O2 2.77 -7.08 -2.04
H7 2.47 -4.97 -4.50
H8 2.17 -4.63 -2.76
H9 1.31 -5.90 -3.72
H10 4.10 -5.66 -2.43
H11 3.93 -6.85 -3.70
H12 3.35 -7.83 -1.87
C5 -0.25 4.42 4.00
C6 -0.69 2.90 4.21
O3 -0.91 2.31 2.91
H13 -1.14 4.97 3.70
H14 0.54 4.44 3.25
H15 0.02 4.96 4.91
H16 -1.60 2.92 4.82
H17 0.14 2.39 4.70
H18 -1.39 1.48 3.00
C7 -5.09 -4.01 -3.62
C8 -6.11 -3.01 -2.96
O4 -7.07 -2.92 -4.04
H19 -5.48 -5.03 -3.72
H20 -4.22 -4.10 -2.97
H21 -4.80 -3.64 -4.60
H22 -5.69 -2.04 -2.71
H23 -6.61 -3.47 -2.11
H24 -7.44 -3.81 -4.03
C9 -1.24 -1.32 -3.66
C10 -2.14 -1.83 -2.65
O5 -2.65 -0.93 -1.74
H25 -0.32 -0.99 -3.17
H26 -1.64 -0.40 -4.07
H27 -1.02 -2.02 -4.46
H28 -1.72 -2.71 -2.16
H29 -2.98 -2.15 -3.26
H30 -3.18 -0.32 -2.26
C11 -1.43 -6.52 -1.39
C12 -0.59 -7.58 -0.82
O6 0.09 -8.11 -1.92
H31 -0.84 -5.63 -1.59
H32 -2.23 -6.31 -0.68
H33 -1.87 -6.81 -2.35
H34 -1.00 -8.40 -0.22
H35 0.12 -7.08 -0.17
H36 1.00 -7.83 -1.89
C13 1.42 0.92 0.58
C14 0.04 0.27 0.21
O7 0.10 -0.65 -0.93
H37 2.22 0.20 0.75
H38 1.37 1.55 1.47
H39 1.76 1.57 -0.23
H40 -0.65 1.08 -0.03
H41 -0.26 -0.25 1.13
H42 -0.74 -1.05 -1.14
C15 -5.13 -4.15 1.48
C16 -3.82 -3.45 0.89
O8 -4.18 -2.44 0.05
H43 -4.92 -4.98 2.15
H44 -5.83 -4.38 0.68
H45 -5.54 -3.38 2.13
H46 -3.32 -4.24 0.34
H47 -3.08 -3.09 1.61
H48 -3.42 -2.05 -0.38
C17 3.99 1.00 -2.48
C18 5.07 2.04 -2.13
O9 5.91 1.44 -1.17
H49 4.52 0.26 -3.08
H50 3.13 1.49 -2.92
H51 3.48 0.53 -1.64
H52 4.75 3.06 -1.90
H53 5.71 2.31 -2.96
H54 6.17 0.63 -1.60
C19 1.60 8.36 -0.98
C20 0.98 7.77 -2.24
O10 1.76 6.59 -2.56
H55 0.89 9.13 -0.69
H56 2.55 8.84 -1.20
H57 1.72 7.70 -0.12
H58 0.98 8.51 -3.03
H59 -0.04 7.45 -2.02
H60 1.40 5.75 -2.27
C21 0.71 3.78 -3.92
C22 0.46 3.16 -2.55
O11 0.81 4.20 -1.72
H61 0.96 2.96 -4.59
H62 1.52 4.51 -3.92
H63 -0.19 4.28 -4.28
H64 1.13 2.41 -2.14
H65 -0.58 2.83 -2.48
H66 0.35 3.91 -0.92
C23 -3.74 3.06 -3.74
C24 -3.98 2.24 -2.48
O12 -4.10 0.97 -2.97
H67 -3.97 4.12 -3.67
H68 -4.12 2.67 -4.68
H69 -2.65 3.08 -3.82
H70 -4.93 2.57 -2.04
H71 -3.26 2.25 -1.67
H72 -4.94 0.71 -3.34
C25 5.45 5.16 0.05
C26 6.28 4.10 0.70
O13 5.53 2.94 1.11
H73 4.69 5.37 0.80
H74 4.89 4.87 -0.83
H75 6.01 6.05 -0.26
H76 6.83 4.50 1.55
H77 7.07 3.85 0.00
H78 5.69 2.32 0.40
C27 -3.78 0.83 5.53
C28 -2.59 0.07 4.89
O14 -2.55 0.31 3.49
H79 -3.66 0.91 6.61
H80 -4.73 0.33 5.37
H81 -3.86 1.82 5.07
H82 -2.69 -0.98 5.19
H83 -1.60 0.33 5.27
H84 -3.46 0.14 3.22
C29 4.67 -0.01 6.71
C30 4.68 -0.42 5.25
O15 4.71 -1.82 5.02
H85 4.54 1.07 6.74
H86 5.66 -0.24 7.09
H87 3.78 -0.47 7.14
H88 5.43 0.21 4.76
H89 3.77 -0.09 4.74
H90 4.67 -2.00 4.07
C31 -2.37 5.51 -0.41
C32 -2.33 4.37 0.61
O16 -0.98 3.94 0.52
H91 -1.65 6.30 -0.20
H92 -3.35 5.97 -0.45
H93 -2.09 5.14 -1.40
H94 -3.05 3.59 0.36
H95 -2.51 4.91 1.54
H96 -0.68 3.54 1.35
C33 0.19 -4.04 1.64
C34 1.29 -5.20 1.67
O17 2.25 -4.85 2.69
H97 0.59 -3.24 1.02
H98 -0.01 -3.54 2.59
H99 -0.75 -4.39 1.21
H100 1.84 -5.32 0.73
H101 0.78 -6.13 1.91
H102 1.90 -4.69 3.57
C35 3.05 3.24 5.25
C36 3.76 3.07 3.89
O18 3.64 4.21 3.06
H103 2.12 3.77 5.06
H104 3.61 3.87 5.95
H105 2.72 2.30 5.70
H106 3.35 2.23 3.34
H107 4.81 2.83 4.05
H108 4.10 3.91 2.27
C37 -5.31 1.80 2.18
C38 -5.53 0.39 1.59
O19 -4.80 -0.57 2.39
H109 -5.81 2.54 1.55
H110 -4.27 2.13 2.27
H111 -5.87 1.91 3.11
H112 -5.27 0.51 0.54
H113 -6.60 0.17 1.61
H114 -4.60 -1.27 1.76
C39 -0.86 -5.05 -4.99
C40 -2.07 -4.50 -5.62
O20 -1.71 -3.86 -6.81
H115 -0.62 -6.00 -5.48
H116 -1.04 -5.33 -3.95
H117 -0.02 -4.35 -5.02
H118 -2.34 -3.63 -5.03
H119 -2.85 -5.25 -5.74
H120 -2.47 -3.68 -7.37

Properties
Frontier orbital gap: 9.36 eV
Multiplicity: 1
Total charge: 0
HOMO energy: -9.14 eV
LUMO: 0.22 eV

Mulliken population analysis, charges in e, atoms 1 to 2: -0.456 0.474

Entry 4:
Computed, not measured: a gas-phase ion, C3H5N3O (charge +2) in a non-equilibrium geometry, with the ωB97M-V functional and the def2-TZVPD basis.

Atoms and positions in Å:
C1 -0.34 0.27 1.82
C2 0.58 0.37 -0.42
C3 0.80 0.34 -1.74
N1 -1.16 -0.77 1.60
N2 0.36 0.83 0.77
N3 -1.28 -1.71 0.90
O1 -1.66 -2.55 0.22
H1 -0.46 0.84 2.68
H2 0.82 -0.68 -2.24
H3 1.75 0.32 -2.23
H4 0.05 0.94 -2.35
H5 0.55 1.78 0.98

Properties
Frontier orbital gap (spin up / spin down): 8.15 / 6.69 eV
Multiplicity: 1
Total charge: +2
HOMO energy (spin up / spin down): -19.71 / -19.22 eV
LUMO (spin up / spin down): -11.56 / -12.53 eV

Mulliken population analysis, charges in e, atoms 1 to 2: 0.054 0.503